(1)
{"formula": "C4H12BrN3S2", "method": "ωB97M-V with the def2-TZVPD basis set", "species": ["C", "C", "C", "C", "N", "N", "N", "S", "S", "Br", "H", "H", "H", "H", "H", "H", "H", "H", "H", "H", "H", "H"], "coordinates": [[1.9009, -1.1604, -0.7827], [0.2674, 2.3225, -1.0891], [-1.1484, 0.4954, 2.0843], [-1.2525, -2.6416, 0.5893], [-0.8040, -1.1298, -1.2905], [0.8549, -0.1076, -0.9230], [-1.4140, -1.3879, -0.1328], [1.2968, 1.1300, -1.9118], [-2.3175, -0.2043, 0.8490], [0.0926, -2.5749, 2.0100], [1.5826, -1.9518, -0.1708], [2.2365, -1.4893, -1.8028], [2.9075, -0.6879, -0.4901], [0.9692, 3.1799, -1.1821], [0.0369, 2.2307, 0.0547], [-0.6348, 2.6483, -1.5632], [-1.0285, -0.1476, 2.8885], [-1.5596, 1.4217, 2.3116], [-0.2590, 0.6921, 1.5125], [-2.2000, -2.9566, 0.9452], [-0.8909, -3.4327, -0.0099], [-1.2208, -0.2340, -1.7902]], "nbo_charge": [-0.4397, -0.7938, -0.7323, -0.2459, -0.3016, -0.6110, -0.3860, 0.4677, 0.3206, -0.0442, 0.2105, 0.1706, 0.2037, 0.2227, 0.2356, 0.2157, 0.2239, 0.2210, 0.2439, 0.2250, 0.2240, 0.3695], "spin_multiplicity": 1, "gap_ev": [7.74, 7.74], "e_homo_ev": [-7.27, -7.27], "relative_energy_kj_mol": 103.1}

(2)
{"formula": "C18H23ClF7N4O2P2", "method": "ωB97M-V with the def2-TZVPD basis set", "species": ["C", "P", "O", "N", "C", "F", "F", "C", "F", "F", "C", "C", "Cl", "C", "P", "N", "O", "C", "C", "F", "F", "F", "H", "H", "H", "H", "H", "H", "H", "H", "H", "H", "H", "H", "H", "N", "C", "C", "C", "C", "C", "H", "H", "H", "H", "H", "N", "C", "C", "C", "C", "C", "H", "H", "H", "H", "H"], "coordinates": [[2.9454, 2.0052, 2.3092], [1.0870, 1.8162, 2.0519], [0.5144, 3.4352, 2.0075], [0.7102, 0.9684, 0.4550], [0.9991, 1.7180, -0.7907], [1.1351, 0.8839, -1.9370], [2.2501, 2.3924, -0.7176], [-0.0722, 2.8340, -1.2037], [-0.9670, 2.3548, -2.1940], [0.6720, 3.8529, -1.8747], [1.7651, -0.1473, 0.5130], [1.1541, -1.5482, -0.0567], [1.0427, -2.7129, 1.3896], [-0.4122, -1.2302, -0.3330], [-1.7081, -2.6035, -0.0724], [-1.0910, -4.1799, -0.6093], [-2.9540, -2.2268, -1.2151], [-0.5460, 0.1265, 0.5421], [-1.9689, 0.7950, 0.6632], [-2.7188, -0.0433, 1.5247], [-2.0072, 2.0554, 1.2476], [-2.6882, 0.7599, -0.5510], [3.5899, 1.8362, 1.3933], [3.2728, 1.2137, 3.0766], [3.1422, 3.0118, 2.8245], [1.0807, 3.9116, 1.3523], [-0.5924, 3.3613, -0.3491], [2.7993, 0.0885, 0.1237], [1.7585, -0.4065, 1.6370], [1.7475, -2.0975, -0.8454], [-0.4784, -1.0145, -1.4606], [-0.0854, -4.0686, -0.8005], [-1.5783, -4.4136, -1.4950], [-2.5613, -2.2229, -2.1230], [-0.4095, -0.3200, 1.5978], [3.0648, -5.4591, 4.4727], [3.0632, -6.7382, 4.8758], [2.2708, -7.7244, 4.3096], [1.4268, -7.3702, 3.2682], [1.4077, -6.0531, 2.8330], [2.2413, -5.1434, 3.4632], [3.7371, -6.9652, 5.6949], [2.3127, -8.7427, 4.6744], [0.7903, -8.1127, 2.8000], [0.7604, -5.7408, 2.0224], [2.2655, -4.1025, 3.1570], [-4.1388, 6.3304, -5.1184], [-3.9290, 5.0072, -5.1800], [-2.8981, 4.3582, -4.5194], [-2.0293, 5.1197, -3.7524], [-2.2223, 6.4908, -3.6729], [-3.2857, 7.0434, -4.3688], [-4.6327, 4.4559, -5.7948], [-2.7778, 3.2853, -4.6033], [-1.2100, 4.6497, -3.2219], [-1.5631, 7.1161, -3.0840], [-3.4806, 8.1103, -4.3355]], "nbo_charge": [-1.0104, 1.2724, -0.9144, -0.5528, 0.7735, -0.3049, -0.3084, 0.4808, -0.3031, -0.3210, -0.3093, -0.1654, -0.0533, -0.5941, 1.2582, -1.1109, -0.9412, -0.1612, 0.9785, -0.3050, -0.3038, -0.3024, 0.2634, 0.2841, 0.2966, 0.4896, 0.2115, 0.2966, 0.2731, 0.2772, 0.2592, 0.3752, 0.3962, 0.4727, 0.3041, -0.4157, 0.0381, -0.2524, -0.1655, -0.2612, 0.0197, 0.2002, 0.2284, 0.2221, 0.2140, 0.1735, -0.4012, 0.0363, -0.2664, -0.1782, -0.2650, 0.0375, 0.1979, 0.2154, 0.2039, 0.2183, 0.1993], "charge": 1, "spin_multiplicity": 1, "gap_ev": 7.94, "e_homo_ev": -11.42, "relative_energy_kj_mol": 376.8}

(3)
{"formula": "C5H13N3", "method": "ωB97M-V with the def2-TZVPD basis set", "species": ["C", "C", "C", "C", "C", "N", "N", "N", "H", "H", "H", "H", "H", "H", "H", "H", "H", "H", "H", "H", "H"], "coordinates": [[0.9363, -0.1673, -0.1496], [0.0773, 1.1600, -2.0867], [0.0847, 2.5875, -2.2093], [-0.0270, -2.2116, 0.5948], [-1.2353, -0.0513, 1.0845], [0.4008, 0.4764, -1.0885], [0.6361, -0.7707, 2.2666], [0.0860, -0.8006, 1.0046], [1.9987, -0.3376, -0.1119], [-0.5468, 0.3966, -2.6226], [0.1039, 2.9738, -3.2060], [0.7271, 3.1449, -1.5319], [-1.0180, 2.6693, -1.8205], [-0.5591, -2.8357, 1.5151], [-0.6577, -2.2888, -0.3573], [0.9371, -2.6453, 0.3985], [-1.8244, -0.2695, 0.1929], [-1.8221, -0.4971, 1.9761], [-1.0620, 1.0495, 1.0747], [1.6885, -1.6885, 2.4637], [1.0760, 0.1057, 2.6128]], "nbo_charge": [0.3597, 0.3277, -0.6822, -0.4593, -0.4352, -0.3064, -0.6452, -0.1084, 0.2669, 0.2874, 0.3165, 0.2866, 0.3126, 0.3127, 0.2595, 0.2530, 0.2382, 0.3046, 0.2482, 0.4412, 0.4221], "charge": 2, "spin_multiplicity": 1, "gap_ev": 9.60, "e_homo_ev": -19.12, "relative_energy_kj_mol": 520.1}

(4)
{"formula": "C3H3AuO", "method": "ωB97M-V with the def2-TZVPD basis set", "species": ["C", "C", "H", "H", "Au", "C", "O", "H"], "coordinates": [[-3.6937, -2.2164, -0.1343], [-4.6142, -1.9496, 0.7902], [-4.3370, -1.3710, 1.6857], [-5.6299, -2.3607, 0.7560], [-3.3621, -4.1202, -0.5975], [-4.3787, 0.7915, -0.7684], [-3.4527, 0.8381, -1.4233], [-3.0655, -1.5068, -0.7568]], "nbo_charge": [-0.2419, -0.1017, 0.3303, 0.3283, 1.3857, 1.2100, -0.2109, 0.3002], "charge": 3, "spin_multiplicity": 4, "gap_ev": [8.94, 6.87], "e_homo_ev": [-25.51, -28.76], "s2": 3.7736}